62
Properties=species:S:1:pos:R:3:forces:R:3 method="wB97M-V/def2-TZVPD" spin_multiplicity=1 de_lowest_kcal_mol=57.5 homo_lumo_gap_ev=7.3 charge=0 energy_ev=-155403.6905 homo_ev=-8.52
O 0.57883 -3.98395 0.13776 -0.216 -0.068 -0.025
H -4.05577 3.44742 0.40267 0.008 -0.011 0.044
H 0.32726 -3.08960 6.21373 0.018 -0.031 -0.006
H 1.37096 -1.93766 -1.73990 -0.025 -0.175 0.252
H 1.08328 -4.70388 2.31601 -0.037 0.006 0.000
C 0.04422 -1.60536 3.18846 0.516 0.127 -0.009
C 1.74991 3.70928 -0.54399 0.056 -0.115 0.133
O -1.07052 -0.25230 -2.27075 -0.513 0.199 -0.338
C -4.81508 -3.70656 -2.12539 0.018 -0.004 -0.014
S -2.79224 1.11828 -0.33956 0.228 0.235 0.622
C 0.36594 -2.98203 5.13801 0.020 -0.093 -0.066
N 1.33193 -0.00143 -1.06599 0.410 0.223 0.729
C 0.45186 -2.66908 2.38003 -0.633 -0.049 0.030
H 2.75617 3.27715 1.29975 0.005 0.016 -0.001
N -0.95114 3.12491 -0.17002 0.079 0.021 0.004
C -3.22965 -2.12943 -1.28152 -0.132 -0.031 0.007
H -0.28900 -0.93609 5.18365 0.014 0.019 -0.035
H -2.79053 4.63462 0.35751 0.050 0.003 0.007
O -1.88380 -0.34516 2.06907 0.265 -0.190 0.605
O -0.57705 -1.86913 0.01688 -0.438 0.352 -0.097
C -4.39834 -2.85819 -1.11467 0.039 0.040 0.009
C 0.75258 -4.04238 4.33370 -0.010 0.100 0.085
H 1.02587 -4.99537 4.76657 -0.014 0.017 0.018
C 3.37112 1.22925 -1.04729 0.229 -0.234 -0.093
O 0.30276 0.38562 1.41436 -0.236 0.301 0.770
H -4.97256 -2.76823 -0.20285 0.007 0.000 -0.015
O -0.33920 -2.01818 -3.39766 0.104 -0.079 -0.009
H -2.90541 -1.50422 -0.46399 0.010 0.043 -0.002
C 2.85609 6.23931 -0.34398 -0.015 0.002 -0.029
S -0.57472 -0.04276 2.60643 -1.803 -0.069 -0.591
C 3.36696 -1.14529 -1.52575 -0.200 -0.151 0.280
C -2.47695 -2.26031 -2.44142 0.008 0.006 0.057
C 1.18632 2.34377 -0.64398 0.046 0.205 0.069
C 0.78842 -3.88542 2.95731 0.089 -0.016 -0.062
C 0.01758 -1.76796 4.56580 0.019 -0.008 0.006
C -2.19614 2.72651 -0.03200 0.130 0.134 -0.248
C 4.03546 0.02048 -1.40602 0.207 0.297 0.037
C -4.07663 -3.85833 -3.28748 0.004 0.004 -0.002
O -0.53380 0.87645 3.69897 0.675 0.126 -0.045
N -3.08150 3.67366 0.32663 -0.091 -0.197 -0.111
C 2.02671 1.16733 -0.88161 -0.244 -0.251 -0.322
Br -6.41876 -4.69079 -1.90860 -0.007 -0.003 -0.001
H 3.86019 -2.05867 -1.82482 -0.021 0.004 -0.026
H 1.84057 6.66003 -2.18747 -0.003 -0.009 0.004
C 3.11498 5.29379 0.63718 0.000 -0.018 0.016
H 3.74384 5.54335 1.48197 -0.012 -0.005 -0.011
H -4.41440 -4.53197 -4.06267 0.013 0.007 0.001
S 0.55061 -2.63838 0.60826 0.583 -0.175 0.309
H 3.28754 7.22908 -0.26957 0.003 -0.008 0.007
H 0.83730 4.40410 -2.35533 0.003 0.004 0.007
C 1.48069 4.65831 -1.52245 -0.012 -0.022 -0.022
H 3.89698 2.16768 -0.97672 0.021 0.013 0.001
O 1.84118 -1.91207 0.41347 0.082 -0.283 0.498
C -2.90028 -3.14150 -3.43116 -0.039 -0.023 -0.028
C 1.95830 -1.20237 -1.20115 -0.056 1.123 -1.484
H 5.09484 0.05351 -1.63058 -0.028 0.004 0.013
N -0.08149 2.13814 -0.50018 -0.665 0.086 -0.409
H -2.29183 -3.25529 -4.31820 -0.021 -0.012 0.004
C -1.19274 -1.53254 -2.69744 0.159 0.522 0.128
C 2.56602 4.02340 0.53791 -0.007 0.027 -0.035
Pt -0.59505 0.25572 -0.41670 1.349 -1.966 -0.634
C 2.04131 5.92068 -1.42324 0.010 0.026 0.017

15
Properties=species:S:1:pos:R:3:forces:R:3 method="wB97M-V/def2-TZVPD" smiles="C/C=C/[C@@H](O)C=O" spin_multiplicity=1 de_lowest_kcal_mol=50.6 homo_lumo_gap_ev=10.3 charge=0 energy_ev=-9407.6374 homo_ev=-9.49
C -1.49730 -0.67043 0.14383 -0.212 -0.386 -0.200
C 0.74780 0.28499 0.79044 0.071 0.141 -0.061
H 1.82981 -1.33954 0.06103 0.130 0.223 0.168
H 0.60892 1.41620 -1.00073 -0.008 -0.220 0.103
O -1.53080 0.65710 -1.77040 -0.076 -0.188 -0.180
H -1.63337 -0.85134 1.21993 -0.136 0.048 -0.060
O -1.33471 -1.59312 -0.62696 -0.362 0.217 0.457
C -1.38800 0.76613 -0.38238 -0.052 -0.106 0.200
H 0.20888 -0.03733 1.68026 0.073 -0.179 -0.186
C 2.06337 -0.37918 0.55231 0.227 0.157 0.080
H -2.12788 1.45696 0.04340 0.241 -0.133 -0.118
H 2.68628 0.19085 -0.14063 0.047 -0.046 0.116
H -1.33593 -0.30124 -1.91503 -0.218 0.575 -0.350
H 2.60320 -0.60966 1.47126 0.106 0.133 -0.084
C 0.09974 1.00961 -0.12632 0.170 -0.236 0.116

5
Properties=species:S:1:pos:R:3:forces:R:3 method="wB97M-V/def2-TZVPD" spin_multiplicity=1 de_lowest_kcal_mol=0.0 homo_lumo_gap_ev="8.8 / 8.8" charge=0 energy_ev=-26456.7179 homo_ev="-9.46 / -9.46"
C 0.48781 -0.04051 -0.00002 -0.997 0.879 0.000
S -1.00247 0.66752 0.00000 1.841 -0.792 0.000
O -2.00828 -0.38843 0.00001 -0.834 -0.175 0.000
H 0.60168 -1.11439 0.00000 -0.143 -0.095 0.000
Cl 1.92126 0.87581 0.00001 0.133 0.183 0.000